# 1
{"formula": "C20H54B4Mg2O11S4", "method": "ωB97M-V with the def2-TZVPD basis set", "species": ["Mg", "Mg", "B", "H", "H", "H", "H", "B", "H", "H", "H", "H", "B", "H", "H", "H", "H", "B", "H", "H", "H", "H", "C", "C", "C", "O", "C", "O", "O", "H", "H", "H", "H", "H", "H", "C", "C", "C", "S", "O", "O", "C", "H", "H", "H", "H", "H", "H", "H", "H", "C", "C", "C", "S", "O", "O", "C", "H", "H", "H", "H", "H", "H", "H", "H", "C", "C", "C", "S", "O", "O", "C", "H", "H", "H", "H", "H", "H", "H", "H", "C", "C", "C", "S", "O", "O", "C", "H", "H", "H", "H", "H", "H", "H", "H"], "coordinates": [[-3.30227, -0.78311, -0.68548], [2.34840, 1.02255, 1.86452], [2.55979, -0.59652, 4.19838], [3.48622, -0.06142, 4.33858], [1.77947, 0.13829, 4.07437], [2.67911, -1.36873, 3.45427], [2.27843, -1.17571, 5.06418], [-0.07059, 0.66317, 0.18765], [0.10646, -0.36314, 0.46975], [0.79764, 1.07228, -0.30535], [-0.98408, 0.73313, -0.38233], [-0.15447, 1.18326, 1.12930], [3.38083, 3.70577, 2.11051], [2.37357, 3.56329, 2.47021], [3.99160, 2.87900, 2.43862], [3.32890, 3.59000, 1.03899], [3.80086, 4.66625, 2.36605], [-3.87939, -0.44963, 2.17208], [-4.56430, -1.09017, 1.63836], [-2.89563, -0.88152, 2.27179], [-3.83791, 0.50207, 1.66535], [-4.20071, -0.19362, 3.16980], [-1.60455, 1.91948, 6.90120], [-1.04464, 3.32062, 6.83666], [-1.91282, 4.34497, 6.18497], [-2.52815, 4.88472, 7.29583], [-1.82690, 4.70414, 8.41575], [-2.13665, 5.18650, 9.51551], [-0.85053, 3.85147, 8.15632], [-1.40235, 1.39617, 5.96666], [-2.67589, 1.87082, 7.09604], [-0.93663, 1.36784, 7.56278], [-0.08243, 3.29583, 6.32515], [-2.63135, 3.94571, 5.46916], [-1.23089, 5.08262, 5.76193], [1.49599, -1.13065, -6.97133], [1.21191, 0.33304, -6.52620], [-0.28544, 0.50600, -6.59860], [-1.05126, -0.98697, -5.90706], [-2.02605, -1.51821, -6.80522], [-1.28252, -0.86570, -4.46246], [0.49199, -2.00568, -6.20597], [2.49139, -1.55101, -6.82789], [1.31462, -1.26937, -8.03714], [1.77122, 0.92502, -7.25066], [1.55745, 0.54485, -5.51435], [-0.54190, 0.46365, -7.65715], [-0.78319, 1.28004, -6.01449], [0.16043, -2.96631, -6.60012], [0.91883, -2.28036, -5.24137], [-5.90612, 6.34476, -0.24451], [-6.88612, 5.36826, 0.57886], [-7.30577, 4.15565, -0.31426], [-6.00201, 3.93232, -1.50904], [-6.52482, 4.23518, -2.84802], [-5.39502, 2.62378, -1.23112], [-4.89918, 5.31306, -0.93267], [-5.45835, 7.12584, 0.36990], [-6.35083, 6.80811, -1.12522], [-7.64763, 6.02043, 1.00651], [-6.25206, 4.88534, 1.32240], [-8.24038, 4.25723, -0.86587], [-7.37652, 3.17857, 0.16367], [-4.40890, 5.68476, -1.83243], [-4.17824, 4.93139, -0.20971], [-1.21950, -8.08922, 0.05043], [-0.85224, -8.00941, -1.43650], [-1.16912, -6.59140, -1.97234], [-0.58679, -5.44264, -0.60941], [-1.70784, -4.46036, -0.34067], [0.82667, -4.93934, -0.81410], [-0.63499, -6.78617, 0.70699], [-0.61303, -8.93722, 0.36853], [-2.23971, -8.41646, 0.25093], [-1.53960, -8.69385, -1.93367], [0.15538, -8.34947, -1.67561], [-2.25663, -6.54578, -1.91457], [-0.78905, -6.38573, -2.97301], [-1.26575, -6.33982, 1.47577], [0.41963, -7.01359, 0.86243], [8.94262, -1.19506, -1.61836], [8.13000, -2.55946, -1.82881], [6.54339, -2.29626, -1.97187], [6.18850, -0.55385, -1.34673], [5.13752, -0.57591, -0.29394], [5.98050, 0.20486, -2.59966], [7.97625, -0.28815, -0.71220], [9.05979, -0.87517, -2.65376], [9.88125, -1.29176, -1.07271], [8.27468, -3.10899, -0.89866], [8.60604, -3.22253, -2.55119], [6.04411, -2.89564, -1.21057], [6.02867, -2.63245, -2.87195], [7.89708, -0.77636, 0.25913], [8.01269, 0.79736, -0.62027]], "forces_ev_per_angstrom": [[0.87, 1.09, 3.15], [-0.28, 0.77, 1.47], [0.96, 0.62, -1.23], [3.67, 1.95, 0.66], [-3.77, 3.31, -1.09], [0.29, -2.84, -3.58], [-1.18, -1.84, 3.29], [1.27, -0.67, 0.97], [0.76, -4.17, 0.87], [3.39, 1.54, -2.58], [-4.35, 0.53, -2.75], [-0.84, 2.31, 3.87], [-0.53, -0.99, -0.57], [-4.47, -0.49, 1.81], [2.88, -3.71, 1.79], [-0.22, -0.23, -4.60], [1.49, 3.29, 1.17], [1.34, -0.66, -2.19], [-3.41, -3.25, -2.09], [3.84, -1.77, 0.21], [0.36, 4.39, -2.31], [-1.77, 0.81, 3.54], [0.85, -0.30, -0.38], [0.83, -1.37, -0.80], [1.16, -0.10, -0.39], [-2.37, 1.87, 0.71], [-1.51, 0.94, 3.16], [1.23, -1.30, -3.30], [0.80, -0.24, 0.34], [-0.27, 0.28, -0.39], [0.18, -0.08, 0.45], [-0.64, -0.13, 0.61], [0.15, -0.08, 0.34], [0.05, 0.16, 0.12], [-0.42, 0.30, -0.51], [-1.18, -0.91, 0.18], [0.90, -0.77, 0.02], [-0.83, -0.32, -0.06], [3.29, -1.25, 0.54], [-1.29, 0.13, -0.12], [-0.30, 0.18, -1.30], [-0.38, -0.09, 1.20], [0.14, 0.58, 0.35], [-0.15, 0.42, -0.17], [-0.36, 0.62, 0.29], [0.28, -0.13, -0.07], [-0.59, 0.37, 0.12], [0.44, 0.51, -0.44], [0.01, 0.31, -0.62], [-0.13, 0.36, 0.30], [0.08, -2.63, -1.17], [1.27, 0.46, -1.18], [-0.61, 0.65, 0.06], [0.25, 0.08, -0.54], [0.90, -0.34, 1.48], [-0.13, 0.94, -0.55], [-0.89, 0.44, 0.48], [0.19, -0.38, 0.03], [-0.69, 0.24, 0.39], [-0.33, -0.75, 0.11], [-0.17, 0.54, 0.54], [0.12, 0.42, -0.12], [0.17, 0.31, 0.52], [0.01, 0.03, 0.14], [-0.04, -0.26, -0.18], [1.69, 0.26, -0.03], [-1.02, 0.30, -0.91], [0.24, -0.62, 1.19], [0.36, 1.45, -0.38], [2.37, -1.80, -0.62], [-3.74, -1.41, 0.45], [-0.75, -0.26, -1.48], [-0.05, 0.06, 0.63], [-0.15, 0.85, -0.08], [0.19, -0.09, -0.36], [0.09, 0.23, 0.29], [0.01, 0.60, -0.23], [0.09, 0.30, 0.32], [0.65, -0.20, 0.36], [-0.16, 0.56, 0.76], [-2.77, 0.11, -0.16], [-0.39, 0.78, 1.45], [1.09, -0.42, 1.79], [-0.14, -1.12, -2.02], [2.15, 0.28, -1.61], [0.23, -0.29, 2.08], [-1.41, -1.27, -0.98], [0.38, 0.92, 0.38], [-0.05, -0.27, -0.32], [-0.30, -0.10, 0.16], [-0.37, 0.44, -0.52], [0.16, -0.10, 0.21], [0.38, 0.97, -0.41], [0.23, 0.29, 0.23], [0.64, -0.15, -0.19]], "homo_lumo_gap_ev": 4.2686, "relative_energy_kcal_mol": 334.04, "spin_multiplicity": 1, "total_energy_ha": -3713.7170, "e_lumo_ev": -4.75}

---

# 2
{"formula": "C20H54F3O10S8Tl", "method": "ωB97M-V with the def2-TZVPD basis set", "species": ["Tl", "C", "O", "O", "C", "F", "F", "F", "C", "C", "H", "H", "H", "H", "H", "H", "C", "S", "O", "C", "H", "H", "H", "H", "H", "H", "C", "S", "O", "C", "H", "H", "H", "H", "H", "H", "C", "S", "O", "C", "H", "H", "H", "H", "H", "H", "C", "S", "O", "C", "H", "H", "H", "H", "H", "H", "C", "S", "O", "C", "H", "H", "H", "H", "H", "H", "C", "S", "O", "C", "H", "H", "H", "H", "H", "H", "C", "S", "O", "C", "H", "H", "H", "H", "H", "H", "C", "S", "O", "C", "H", "H", "H", "H", "H", "H"], "coordinates": [[12.74948, 10.75449, 7.28043], [9.29413, 12.31295, 6.94773], [9.02492, 10.93439, 7.02782], [10.53379, 12.53876, 6.87973], [8.56258, 13.26036, 5.88786], [9.44203, 13.91332, 5.14940], [7.76556, 12.60048, 5.03067], [7.83015, 14.17673, 6.51827], [7.69159, 10.40758, 6.95770], [7.67494, 8.93188, 7.23508], [7.98492, 8.31070, 6.38716], [8.35517, 8.62127, 8.03179], [6.64474, 8.65927, 7.46032], [7.21695, 10.60619, 6.01004], [6.98821, 10.88918, 7.66209], [8.97355, 12.74326, 7.95980], [10.27311, 11.49953, 2.96898], [11.81846, 10.67936, 3.29384], [12.27316, 11.13981, 4.64512], [11.13581, 9.02618, 3.45385], [9.55896, 11.27575, 3.77104], [9.89514, 11.13874, 2.01286], [10.29912, 12.58817, 2.98814], [11.96079, 8.32888, 3.32931], [10.32398, 8.88898, 2.74736], [10.75973, 8.90423, 4.47366], [7.05870, 13.67650, 10.08331], [6.62430, 13.85463, 11.82164], [6.68248, 12.49500, 12.40057], [8.13174, 14.71175, 12.34774], [6.44795, 12.90429, 9.62118], [8.13829, 13.56408, 9.93258], [6.83004, 14.62945, 9.59426], [8.04199, 14.88630, 13.41920], [8.36619, 15.59188, 11.76487], [8.84549, 13.88189, 12.31054], [9.16174, 5.29622, 11.19585], [7.91248, 5.31371, 9.91116], [7.16055, 6.57948, 10.20383], [8.99090, 5.72134, 8.53987], [8.61700, 5.05642, 12.11058], [9.55037, 6.30268, 11.30996], [9.88224, 4.49796, 11.03100], [9.56923, 6.61586, 8.77508], [8.37361, 6.00622, 7.68385], [9.55416, 4.83580, 8.24942], [8.66108, 10.53757, 10.38614], [10.13812, 9.71250, 9.92861], [11.02645, 10.74600, 9.30056], [10.79045, 9.33003, 11.54882], [8.08685, 9.88500, 11.05952], [7.92375, 10.69202, 9.59894], [8.80642, 11.45355, 10.95794], [10.45248, 8.32769, 11.81128], [10.42872, 10.00577, 12.32156], [11.87437, 9.32636, 11.47241], [4.40858, 13.60652, 5.35570], [3.87751, 13.41615, 7.05926], [4.69073, 12.39700, 7.79406], [4.49331, 14.99969, 7.62514], [3.78922, 13.07967, 4.63718], [5.41561, 13.18237, 5.33362], [4.48508, 14.66392, 5.11331], [3.81276, 15.82882, 7.43524], [5.41058, 15.20728, 7.06429], [4.76498, 15.00626, 8.67629], [5.21212, 15.16452, 0.66047], [6.35561, 15.50662, 1.99631], [5.57494, 15.74387, 3.22835], [6.78178, 13.74786, 2.14055], [4.63187, 16.08235, 0.48120], [4.47552, 14.41813, 0.95311], [5.60992, 15.02031, -0.34523], [5.96820, 13.29183, 2.70611], [7.68902, 13.61667, 2.72637], [6.84524, 13.28008, 1.16201], [4.32007, 7.77629, 10.24166], [3.22775, 7.79851, 8.79357], [2.09213, 6.91966, 9.09714], [4.25806, 6.92717, 7.60248], [3.70134, 7.92494, 11.11812], [5.05337, 8.55761, 10.06141], [4.77414, 6.78968, 10.20241], [4.31044, 7.48360, 6.67106], [3.76691, 5.97313, 7.40844], [5.24235, 6.71000, 8.02102], [9.18581, 16.96881, 3.75978], [10.34182, 18.15521, 4.43567], [11.62830, 17.43526, 4.51571], [10.38959, 19.25934, 3.02107], [9.10657, 16.18193, 4.50269], [9.55819, 16.50852, 2.83841], [8.23990, 17.42446, 3.46751], [10.70385, 18.64678, 2.17447], [11.06233, 20.10248, 3.13800], [9.37955, 19.63036, 2.84220]], "forces_ev_per_angstrom": [[-0.23, 0.26, -0.10], [0.24, -1.11, 0.30], [-0.86, 0.18, -0.68], [1.42, 0.34, 0.15], [-0.67, 0.27, -0.49], [0.31, -0.08, -0.03], [0.03, -0.24, 0.34], [-0.23, -0.07, 0.21], [-0.76, 0.33, 0.47], [0.49, -0.70, -0.29], [-0.06, 0.33, -0.18], [-0.38, 0.29, 0.28], [0.10, -0.15, 0.22], [0.20, 0.10, -0.60], [0.54, 0.27, 0.13], [-0.45, 0.14, 0.16], [-1.05, 0.20, 0.44], [0.15, 0.44, -0.38], [-0.07, -0.23, 0.47], [0.17, -0.01, 0.67], [0.11, -0.45, -0.12], [-0.01, 0.07, -0.02], [0.77, -0.03, -0.32], [-0.13, -0.11, -0.29], [0.15, -0.19, -0.22], [-0.11, 0.22, -0.05], [0.11, 1.01, -0.56], [-0.01, 0.16, -0.33], [0.19, -0.17, 0.18], [-0.17, -1.32, 0.69], [0.02, -0.11, 0.11], [0.01, -0.49, 0.24], [-0.18, -0.06, 0.06], [-0.27, 0.49, -0.10], [0.06, 0.06, -0.06], [0.38, 0.41, -0.45], [-0.55, -0.59, 0.37], [0.14, 0.55, 0.17], [-0.24, 0.01, -0.27], [-0.29, 0.15, -0.51], [-0.01, -0.02, -0.02], [0.32, -0.01, -0.27], [0.26, 0.23, -0.10], [0.33, -0.28, 0.23], [-0.24, -0.25, 0.16], [0.33, 0.16, 0.14], [-1.62, -0.14, 1.19], [0.00, -0.41, -0.55], [0.44, 0.27, -0.07], [-0.28, -0.12, 0.37], [0.37, -0.17, 0.07], [0.62, 0.12, -0.47], [0.37, 0.05, -0.17], [0.00, -0.02, -0.07], [0.20, 0.23, -0.10], [0.02, 0.10, -0.02], [0.84, -0.25, -0.03], [-0.95, 0.30, 0.72], [0.50, -0.21, -0.49], [0.85, 0.81, -0.32], [-0.27, -0.05, 0.21], [-0.02, 0.09, -0.07], [-0.18, -0.01, -0.14], [-0.27, -0.25, -0.10], [-0.02, -0.02, 0.07], [-0.41, -0.44, 0.13], [-1.40, 1.46, -0.62], [0.33, -1.28, -0.66], [-0.40, 0.49, 0.48], [0.28, -0.09, 0.18], [0.08, -0.01, 0.48], [0.25, -0.27, 0.02], [0.64, -0.56, 0.38], [-0.16, 0.13, -0.10], [0.14, 0.09, -0.17], [0.25, 0.00, -0.03], [-0.20, -0.18, -0.90], [0.18, 0.16, 0.33], [-0.50, -0.19, 0.02], [0.22, -0.37, -0.22], [0.00, 0.17, 0.06], [0.14, 0.00, 0.30], [0.19, 0.04, 0.40], [0.10, 0.10, 0.02], [-0.18, 0.08, 0.09], [0.04, 0.26, -0.01], [-0.20, -0.26, -0.67], [-0.16, 0.22, -0.19], [0.37, -0.09, 0.10], [-0.23, -0.17, -0.50], [-0.36, 0.11, 0.12], [0.48, 0.21, 0.14], [-0.14, 0.06, 0.58], [0.07, 0.09, -0.03], [0.13, -0.11, 0.36], [0.00, 0.00, 0.09]], "charge": 2, "homo_lumo_gap_ev": 1.6447, "relative_energy_kcal_mol": 87.04, "spin_multiplicity": 1, "total_energy_ha": -5203.4083, "e_lumo_ev": -10.76}